Formula: C56H113BF4N16O6
Source: OMol25
Level of theory: ωB97M-V with the def2-TZVPD basis set

Results
- Charge: +6
- Electronic energy: -3951.304649 a.u.
- Energy relative to the best compared isomer or geometry (same formula, charge and spin): 31.4 kcal/mol
- HOMO: -18.156 eV
- HOMO-LUMO gap: 7.24 eV

Positions of all 196 atoms, in Å:
F (4.134, -0.758, -2.646)
F (6.230, -0.520, -3.608)
F (4.964, -2.479, -3.938)
F (4.357, -0.551, -4.905)
O (-6.234, 4.714, 5.554)
O (1.046, 1.703, 0.578)
O (-2.078, 2.234, 4.037)
O (-4.023, 1.636, -1.920)
O (-0.656, -1.030, 0.094)
O (-1.871, 4.642, -0.085)
N (-0.262, -5.035, 2.189)
N (0.090, -5.554, -3.662)
N (1.257, 6.123, 1.073)
N (1.640, -2.865, -5.819)
N (4.811, -1.366, 2.514)
N (-1.596, 1.916, -0.377)
N (-5.844, -1.762, -1.240)
N (0.399, -1.643, -4.509)
N (-1.403, -5.597, 0.422)
N (4.550, 2.487, -2.241)
N (1.909, 4.536, 2.433)
N (-3.540, 4.509, 6.364)
N (-5.124, -1.218, 0.742)
N (5.635, 2.425, -0.368)
N (6.130, -1.426, 0.791)
N (1.430, -4.894, -2.100)
C (-5.134, 1.413, -2.794)
C (6.015, -0.830, 2.902)
C (-2.753, 1.467, -2.557)
C (3.623, -3.946, -1.624)
C (0.495, -0.802, 0.866)
C (-1.069, -6.766, 1.050)
C (4.048, -2.582, 4.564)
C (-3.757, -5.741, -0.344)
C (0.122, -4.272, 3.382)
C (6.594, -1.730, -0.566)
C (-5.721, 5.799, 6.312)
C (4.908, -1.718, 1.223)
C (3.692, -1.668, 3.390)
C (2.056, 3.279, 3.138)
C (2.166, 6.671, 1.929)
C (0.345, -2.937, -6.264)
C (5.930, 2.544, 1.056)
C (1.656, -2.020, -4.784)
C (2.852, -3.575, -6.278)
C (-2.298, -5.505, -0.711)
C (-0.419, -4.371, -3.152)
C (1.276, -5.801, -3.078)
C (1.476, 0.361, 0.524)
C (6.829, -0.837, 1.817)
C (-4.011, -1.557, 2.985)
C (-0.319, -6.414, 2.131)
C (-6.642, -1.880, -2.475)
C (1.152, 4.811, 1.361)
C (2.552, -4.609, -7.362)
C (0.408, -3.991, -2.146)
C (-3.722, 3.517, 5.223)
C (-2.890, 5.449, -0.713)
C (-4.041, -1.443, -0.033)
C (5.870, 2.157, -2.536)
C (-5.084, -0.844, 2.146)
C (0.542, 6.857, 0.004)
C (-2.659, 2.464, 0.546)
C (4.426, 2.592, -0.906)
C (-1.036, 1.298, 3.980)
C (2.592, 5.698, 2.764)
C (2.529, -4.892, -1.140)
C (-2.257, 3.852, 0.997)
C (-0.405, -6.309, -4.807)
C (-2.673, 2.381, 5.329)
C (-1.642, 2.221, -1.846)
C (-4.190, 5.869, 6.209)
C (-0.859, -4.558, 1.095)
C (-0.096, -0.787, -3.428)
C (3.474, 2.416, -3.216)
C (-6.242, -1.409, 0.010)
C (0.630, 6.071, -1.324)
C (-7.536, 4.364, 5.966)
C (3.499, 3.565, -4.228)
C (6.542, 2.177, -1.356)
C (-0.413, -2.036, -5.582)
C (-4.484, -1.838, -1.244)
B (4.963, -1.077, -3.736)
H (6.954, 2.878, 1.209)
H (2.899, -2.103, 2.785)
H (-1.479, -1.894, -5.590)
H (-3.653, 2.321, 0.132)
H (6.588, -0.766, -1.078)
H (1.210, -4.193, 3.338)
H (-3.927, -6.791, -0.096)
H (-8.222, 5.221, 5.954)
H (4.841, -2.149, 5.172)
H (-1.691, 3.304, -1.928)
H (0.537, -3.174, -1.440)
H (-1.477, 3.857, 1.765)
H (3.580, 1.445, -3.706)
H (7.571, 1.922, -1.164)
H (-0.936, -7.171, -4.400)
H (2.533, 2.329, -2.669)
H (4.401, -3.531, 4.154)
H (-3.773, 4.076, 7.261)
H (-2.823, 1.725, -3.613)
H (-0.493, 1.303, 3.029)
H (-2.018, -6.268, -1.443)
H (0.235, -0.828, 1.947)
H (2.170, -4.680, -0.132)
H (1.752, 3.406, 4.174)
H (-2.665, 1.764, 1.388)
H (-6.001, 1.254, -2.161)
H (-3.956, 6.260, 5.219)
H (1.934, 0.190, -0.469)
H (6.148, -0.473, 3.909)
H (-3.249, 1.465, 5.482)
H (-2.530, 4.655, 6.456)
H (3.230, 5.620, 3.629)
H (2.510, -2.025, -4.113)
H (7.620, -2.087, -0.531)
H (-4.909, 0.521, -3.393)
H (-3.051, 4.312, 1.605)
H (0.552, 5.000, -1.176)
H (0.095, -7.032, 2.912)
H (4.569, -4.173, -1.120)
H (5.899, -2.380, -1.080)
H (-3.576, 4.793, -1.251)
H (3.511, -2.809, -6.681)
H (-0.707, -1.431, -2.784)
H (3.012, 2.782, 2.983)
H (3.438, -5.163, -7.675)
H (-3.863, 4.004, 4.268)
H (-0.225, 1.539, 4.679)
H (6.100, 1.921, -3.561)
H (-2.411, 6.221, -1.300)
H (2.681, 3.354, -4.915)
H (2.385, 0.376, 1.160)
H (0.691, -0.470, -2.747)
H (-4.634, 3.026, 5.555)
H (-7.613, 3.964, 6.981)
H (3.478, 2.837, -0.447)
H (-7.949, 3.680, 5.226)
H (-3.013, -1.268, 0.279)
H (0.929, 7.867, -0.103)
H (-1.106, -5.825, -5.484)
H (0.684, 4.106, 0.695)
H (-1.066, -3.511, 0.889)
H (-4.875, 0.226, 2.211)
H (-0.346, -3.294, 3.363)
H (-0.679, 2.276, -0.062)
H (-7.629, -1.472, -2.279)
H (-1.956, 2.541, 6.141)
H (0.414, -6.669, -5.426)
H (3.335, 4.538, -3.768)
H (-5.989, 5.614, 7.357)
H (-2.212, -4.599, -1.305)
H (-7.268, -1.347, 0.333)
H (-3.713, 6.494, 6.960)
H (3.461, -2.880, -1.478)
H (2.357, -4.096, -8.308)
H (1.744, -5.289, -7.101)
H (4.449, 3.608, -4.756)
H (-0.498, 6.948, 0.308)
H (-0.800, -0.074, -3.845)
H (-6.110, -1.347, -3.256)
H (-6.187, 6.715, 5.947)
H (1.480, 6.311, -1.965)
H (4.177, -2.336, 0.731)
H (-2.501, 0.412, -2.397)
H (-3.524, 5.904, 0.054)
H (-2.981, -1.237, 2.843)
H (3.211, -2.763, 5.236)
H (-1.502, 0.900, -0.170)
H (-3.896, -2.039, -2.122)
H (-1.413, -7.728, 0.706)
H (-6.025, -1.016, 2.662)
H (1.929, -6.650, -3.204)
H (3.284, -4.021, -5.384)
H (1.410, 2.483, 2.757)
H (-0.170, 6.464, -1.956)
H (-4.457, -5.494, -1.138)
H (5.285, 3.303, 1.495)
H (-1.315, -3.921, -3.539)
H (2.987, -5.877, -1.047)
H (5.783, 1.594, 1.564)
H (-0.095, -4.849, 4.276)
H (3.909, -4.241, -2.635)
H (3.365, -0.722, 3.829)
H (-5.335, 2.154, -3.570)
H (-4.170, -2.628, 2.828)
H (2.441, 7.709, 1.836)
H (1.064, -1.766, 0.835)
H (-1.299, 0.247, 4.140)
H (0.041, -3.668, -6.995)
H (-4.027, -5.199, 0.566)
H (-6.679, -2.936, -2.735)
H (-0.668, 1.908, -2.222)
H (-4.251, -1.455, 4.044)
H (7.864, -0.612, 1.614)

Cartesian forces, eV/Å:
F -0.2 0.0 0.8
F -0.2 -0.4 0.5
F 0.1 0.0 0.7
F -0.3 0.3 0.2
O 1.0 0.1 0.0
O -1.1 -0.1 0.0
O 0.1 0.5 0.1
O 0.0 0.9 -0.4
O -0.1 1.0 -0.1
O 0.5 0.8 -0.2
N -0.6 -0.6 -0.6
N 1.1 1.1 -0.8
N 0.3 -0.7 0.1
N -0.8 0.5 0.6
N 0.6 -0.4 -0.7
N -0.6 0.1 0.1
N -0.4 0.4 0.9
N 0.3 1.6 -1.5
N 0.7 1.2 0.1
N 0.9 -0.8 1.2
N 0.0 0.7 -1.3
N 1.0 0.3 -0.7
N -1.5 -0.3 0.2
N -0.6 0.4 0.7
N -1.1 -0.6 0.2
N 0.1 -1.3 -0.6
C 0.6 -0.8 -0.3
C -0.1 0.4 0.2
C -0.4 -0.5 0.9
C 0.9 -0.6 0.4
C -0.5 -1.1 0.0
C 0.5 0.2 0.4
C 0.6 -0.2 -0.6
C -0.1 -0.4 0.9
C 1.3 -0.3 -0.5
C 0.4 1.4 -0.1
C -0.1 -0.7 0.7
C 0.2 -0.4 0.9
C -0.6 0.4 1.2
C -0.7 -1.4 0.0
C 0.4 0.7 0.2
C -0.1 0.0 -1.1
C 0.0 0.2 0.2
C -0.2 -1.4 1.1
C 0.1 -0.5 -0.6
C -1.0 -0.6 -1.5
C 0.1 -0.4 0.2
C -1.0 0.3 1.2
C 0.2 1.5 -0.4
C 0.4 -0.5 -0.6
C -0.8 -0.8 -0.1
C -0.4 -0.3 0.4
C 0.1 -0.6 0.6
C 0.0 0.4 -0.3
C 0.3 0.7 -0.6
C 0.9 0.4 0.6
C -0.5 -1.3 2.2
C -0.6 -0.8 1.1
C 1.3 -0.2 -0.1
C -1.0 0.6 0.1
C 0.9 0.9 1.5
C 0.0 -1.0 -0.8
C 0.3 -0.9 0.4
C 0.0 0.4 -1.5
C 1.6 -0.5 0.1
C -0.3 -0.9 0.8
C 1.2 0.3 0.2
C -0.9 0.4 0.8
C -0.5 -1.4 -0.2
C -0.6 0.0 -1.6
C -0.4 0.2 0.4
C -0.7 -0.1 -0.6
C -1.2 -0.3 0.3
C -0.5 -1.4 0.4
C -0.3 -0.1 -0.4
C 1.0 -0.3 -1.2
C -0.3 1.2 -0.3
C -1.4 0.4 -0.2
C -0.2 -0.4 0.5
C 0.4 -0.7 -0.9
C 0.7 -1.6 1.4
C 0.5 0.5 -0.3
B 0.2 0.0 -1.8
H 0.0 -0.1 -0.2
H 0.0 0.2 -0.1
H 0.0 0.2 -0.1
H 0.2 0.6 -0.5
H 0.1 -0.2 -0.4
H 0.0 0.4 0.2
H 0.0 0.0 -0.1
H 0.3 0.1 -0.1
H 0.0 -0.1 0.0
H -0.2 -0.1 -0.1
H -0.9 0.3 -0.3
H 0.5 -0.5 -0.5
H 0.1 0.1 -0.2
H 0.0 0.2 0.1
H 0.1 -0.1 -0.2
H 0.0 0.4 0.1
H 0.0 -0.1 0.3
H -0.5 0.0 -0.1
H 0.2 0.0 -0.1
H -0.7 0.4 -0.4
H 0.2 -0.2 0.2
H 0.0 0.8 0.2
H -0.4 0.3 -0.2
H 0.6 0.2 0.1
H 0.3 0.3 0.3
H -0.1 0.1 -0.1
H 0.5 -0.3 0.0
H -0.3 -0.5 -0.3
H 0.2 0.0 0.0
H 0.3 -0.1 0.6
H -0.1 0.3 -0.1
H 0.2 0.6 -0.1
H 0.0 0.8 -0.1
H -0.1 -0.3 0.0
H -0.3 -0.3 0.2
H -0.4 0.0 -0.5
H -0.2 0.0 -0.2
H 0.0 0.0 0.0
H -0.2 -0.1 0.4
H 0.1 -0.2 0.1
H 0.2 0.2 -0.6
H 0.2 -0.1 0.2
H 0.0 0.0 0.1
H 0.4 0.7 0.4
H 0.1 -0.2 0.7
H 0.3 0.1 0.0
H -0.3 0.0 0.4
H 0.5 0.0 0.1
H 0.0 -0.2 -0.3
H 0.2 0.2 -0.3
H -0.1 -1.0 0.6
H 0.1 0.6 -0.4
H -0.4 0.3 -0.8
H 0.4 -0.2 -0.1
H 0.1 -0.2 0.4
H 0.2 -0.2 0.2
H 0.0 -0.2 0.1
H 0.3 -0.1 0.2
H 0.1 0.7 0.5
H -0.2 -0.3 0.5
H 0.2 0.1 -0.2
H -0.2 0.1 -0.2
H 0.0 0.0 0.1
H 0.8 -0.6 0.5
H -0.1 -0.1 -0.3
H 0.2 -0.1 -0.1
H 0.1 0.0 0.2
H -0.1 0.0 0.1
H -0.1 0.4 0.1
H 0.4 0.5 0.8
H 0.0 0.1 0.1
H -0.4 0.2 0.1
H -0.4 0.0 -0.5
H -0.7 0.0 0.2
H 0.0 -0.1 -0.1
H -0.1 -0.1 -0.2
H 0.0 -0.1 0.1
H 0.6 0.6 0.0
H -0.2 0.2 0.0
H 0.3 0.3 0.3
H 0.5 -0.1 0.6
H -0.1 0.3 -0.3
H 0.0 -0.2 -0.6
H 0.2 0.3 0.1
H 0.0 -0.1 -0.4
H -0.2 0.1 -0.2
H 0.4 -0.4 -0.4
H -0.2 0.0 -0.1
H 0.1 0.0 0.0
H -0.3 -0.1 -0.6
H -0.1 0.0 -0.3
H 0.2 0.1 -0.1
H -0.4 0.6 -0.7
H -0.3 -0.5 0.1
H 0.2 0.1 -0.1
H -0.1 -0.1 0.0
H 0.0 -0.1 -0.1
H -0.4 -0.2 -0.4
H 0.0 0.0 0.0
H -0.4 0.1 -0.1
H -0.4 0.6 -0.3
H -0.3 0.0 -0.4
H 0.2 0.6 0.5
H 0.6 0.0 -0.1
H 0.0 0.0 0.2
H 0.8 0.1 -0.2
H -0.6 0.1 0.2
H 0.1 0.4 -0.4
H 0.0 0.2 -0.2
H -0.3 0.1 -0.1
H -0.1 -0.1 -0.1
H 0.0 0.4 -0.1
H 0.0 0.3 0.5

Here are the Löwdin charges for atoms 1 to 5, given in e:
1 F 0.08
2 F 0.14
3 F 0.09
4 F 0.09
5 O -0.22